{
  "formula": "C31H83N7O13",
  "method": "the ωB97M-V functional and the def2-TZVPD basis",
  "homo_ev": -8.52,
  "smiles": "COCCNCCOC.COCCNCCOC.COCCNCCOC.COCCNCCOC.COCCNCCOC.NC(N)=O.O.O",
  "charge": 0,
  "lumo_ev": 0.5343,
  "e_above_lowest_kj_mol": 0.0,
  "energy_ev": -70535.156,
  "elements": ["C", "O", "N", "N", "H", "H", "H", "H", "O", "H", "H", "O", "H", "H", "C", "O", "C", "C", "N", "C", "C", "O", "C", "H", "H", "H", "H", "H", "H", "H", "H", "H", "H", "H", "H", "H", "H", "H", "C", "O", "C", "C", "N", "C", "C", "O", "C", "H", "H", "H", "H", "H", "H", "H", "H", "H", "H", "H", "H", "H", "H", "H", "C", "O", "C", "C", "N", "C", "C", "O", "C", "H", "H", "H", "H", "H", "H", "H", "H", "H", "H", "H", "H", "H", "H", "H", "C", "O", "C", "C", "N", "C", "C", "O", "C", "H", "H", "H", "H", "H", "H", "H", "H", "H", "H", "H", "H", "H", "H", "H", "C", "O", "C", "C", "N", "C", "C", "O", "C", "H", "H", "H", "H", "H", "H", "H", "H", "H", "H", "H", "H", "H", "H", "H"],
  "xyz": [[0.44497, -0.87735, 0.43675], [0.21795, -0.38348, 1.54601], [1.72650, -1.04570, -0.00355], [-0.60133, -1.23642, -0.38551], [2.50430, -0.96733, 0.65267], [1.82779, -1.78625, -0.71501], [-0.36110, -1.87684, -1.12261], [-1.56509, -1.18523, -0.11620], [1.57391, -1.86282, -4.02124], [1.54041, -0.91557, -3.98966], [0.63944, -2.09861, -3.81931], [1.22343, 1.99942, 3.07377], [0.73855, 1.26665, 2.66393], [0.67915, 2.76858, 2.90169], [4.72964, 0.46384, 4.57021], [5.30675, 0.71114, 3.32349], [4.38743, 1.24779, 2.38331], [4.80934, 0.74179, 0.97797], [4.66297, -0.70811, 0.99516], [5.37015, -1.34570, -0.16753], [5.36955, -2.83647, -0.07386], [6.24381, -3.22734, 0.89553], [5.95354, -4.44785, 1.52299], [4.17016, 1.34540, 4.93086], [5.55814, 0.22472, 5.22827], [3.94311, -0.30372, 4.53600], [4.38011, 2.33165, 2.43115], [3.36577, 0.93429, 2.54751], [5.87188, 1.00313, 0.76716], [4.24036, 1.15820, 0.15630], [5.09474, -1.23949, 1.75566], [6.41195, -0.98736, -0.25635], [4.87739, -0.95808, -1.05380], [5.68895, -3.15882, -1.07197], [4.34953, -3.22966, 0.07057], [6.91244, -4.90397, 1.79496], [5.45761, -5.20927, 0.92089], [5.38175, -4.25226, 2.43424], [-5.00096, 2.14479, -5.38187], [-4.20856, 1.64697, -4.28021], [-3.04038, 2.50204, -4.05531], [-2.56824, 2.33112, -2.61764], [-3.73983, 2.55607, -1.72463], [-3.62869, 2.33485, -0.27281], [-2.86038, 1.19875, 0.37514], [-3.32648, -0.14651, 0.20185], [-4.56310, -0.37513, 0.83450], [-4.76442, 3.20224, -5.58740], [-6.04839, 2.04572, -5.13282], [-4.73344, 1.56842, -6.28156], [-3.23093, 3.56181, -4.23154], [-2.14721, 2.29427, -4.67864], [-1.85856, 3.12274, -2.34991], [-2.10151, 1.35402, -2.49423], [-4.37247, 1.79219, -2.01980], [-4.68998, 2.36913, 0.06751], [-3.14142, 3.17611, 0.19546], [-2.90718, 1.49587, 1.43902], [-1.83111, 1.15912, 0.03761], [-4.82845, -1.41583, 0.61980], [-5.35783, 0.23799, 0.40873], [-4.50870, -0.14657, 1.91551], [-4.40627, -4.41141, 0.57655], [-3.19688, -4.55881, 1.24492], [-2.81355, -3.43635, 2.04273], [-1.49488, -3.83564, 2.67405], [-1.04719, -2.69730, 3.59639], [0.04738, -3.03896, 4.46338], [0.58604, -1.86042, 5.26130], [1.78959, -2.22500, 5.83484], [2.52729, -1.18708, 6.52260], [-4.27480, -3.80478, -0.34459], [-5.11527, -3.86253, 1.21151], [-4.78318, -5.35942, 0.22617], [-3.59892, -3.31820, 2.81675], [-2.76121, -2.49035, 1.49802], [-0.63395, -4.17100, 1.94032], [-1.60283, -4.76603, 3.25877], [-0.81351, -1.90412, 3.00672], [0.93839, -3.44119, 3.95155], [-0.30329, -3.79212, 5.16197], [-0.11837, -1.61586, 6.07947], [0.61954, -0.95643, 4.65063], [1.99910, -0.93595, 7.43953], [2.70064, -0.27825, 5.93646], [3.49295, -1.66279, 6.78825], [1.47176, 2.36573, -1.11451], [1.55794, 3.59715, -0.33950], [0.24806, 4.08518, -0.30411], [0.32808, 5.30504, 0.63521], [0.52256, 4.89165, 2.02020], [0.51364, 6.02665, 2.94683], [0.95746, 5.58911, 4.35261], [2.34715, 5.35401, 4.22033], [2.87052, 4.65426, 5.36952], [1.01792, 1.53775, -0.51701], [2.46741, 2.05336, -1.42553], [0.84088, 2.50595, -2.01226], [-0.50956, 3.35236, 0.06211], [-0.07926, 4.36099, -1.33571], [-0.57872, 5.88995, 0.62446], [1.10903, 5.97961, 0.25998], [1.42236, 4.43545, 2.14593], [-0.49217, 6.44532, 2.93433], [1.17714, 6.78873, 2.53242], [0.40879, 4.68603, 4.61037], [0.80610, 6.35191, 5.10679], [2.62402, 3.58851, 5.32338], [2.42045, 5.05906, 6.29723], [3.94824, 4.76494, 5.37613], [-2.98882, 0.00155, -8.82552], [-2.66727, -0.21743, -7.41872], [-2.19505, -1.61424, -7.29050], [-1.75374, -1.68235, -5.82715], [-2.81944, -1.30936, -4.89930], [-2.40436, -1.22064, -3.51360], [-2.13063, -2.61031, -2.89442], [-0.80046, -2.99267, -3.12192], [-0.49397, -4.28721, -2.62149], [-3.46073, 0.97927, -8.86760], [-3.73425, -0.77389, -9.06811], [-2.10438, -0.01098, -9.46748], [-1.38776, -1.73628, -8.01165], [-3.05239, -2.26636, -7.47296], [-0.87498, -1.02357, -5.70326], [-1.40709, -2.71867, -5.76064], [-3.27770, -0.45522, -5.21455], [-3.23401, -0.70141, -2.98552], [-1.52717, -0.54668, -3.43071], [-2.81153, -3.26017, -3.43561], [-2.38710, -2.76695, -1.84067], [-1.08340, -5.09957, -3.24825], [-0.78573, -4.53610, -1.58338], [0.57757, -4.37258, -2.81179]]
}